Record 1
Here is a single C2H4N4 molecule from the OMol25 dataset. Energies are from wB97M-V/def2-TZVPD.

```
10
Properties=species:S:1:pos:R:3:forces:R:3:lowdin_charge:R:1
N -0.894078 1.225096 1.365867 -0.35 0.10 0.44 0.104
C -0.262891 0.330325 0.392686 0.14 0.28 -0.09 -0.515
N 0.124902 1.541140 0.247665 -0.01 -0.30 -0.06 0.188
N 1.201012 -0.410061 -1.531101 -0.12 -0.40 0.04 0.074
C 0.490018 -1.271462 -0.912812 0.20 0.09 -0.22 -0.339
N -0.335492 -0.924647 0.158119 0.05 0.29 -0.01 0.071
H -0.536714 1.294345 2.312495 -0.04 -0.06 -0.15 0.140
H -1.830172 1.584852 1.213083 0.14 -0.12 0.00 0.140
H 1.734655 -0.841457 -2.280606 -0.04 -0.06 0.03 0.035
H 0.452259 -2.339654 -1.152183 0.03 0.17 0.02 0.101
```
Forces are in eV/Å.

## Properties
Highest occupied orbital energy ... -8.9 eV
LUMO ... 0.019 hartree
Frontier orbital gap ... 9.417 eV

---

Record 2
Here is a single C2H4N4 molecule at a distorted geometry from the OMol25 dataset. Energies are from wB97M-V/def2-TZVPD.

```
10
Properties=species:S:1:pos:R:3:forces:R:3:lowdin_charge:R:1
C -0.221959 1.306034 0.061058 1.00 -0.19 0.23 -0.246
C 1.230542 -0.601164 -0.018278 -0.01 0.08 -0.05 -0.136
N 0.918570 0.789876 0.112805 0.50 0.71 0.14 -0.018
N -1.456797 0.727602 -0.100556 -0.62 2.55 -0.43 0.083
N -1.815560 -0.404710 -0.046265 -1.02 -2.06 0.16 -0.220
N -2.406613 -1.355925 -0.016649 0.17 -0.66 0.03 0.217
H -0.323018 2.377937 0.150309 0.01 0.14 -0.02 0.105
H 2.040040 -0.654767 -0.748123 -0.04 -0.28 0.04 0.078
H 1.627014 -0.939705 0.941609 -0.04 -0.17 -0.10 0.083
H 0.407780 -1.245182 -0.335912 0.05 -0.12 0.01 0.054
```
Forces are in eV/Å.

## Properties
Highest occupied orbital energy ... -9.7 eV
LUMO ... 0.032 hartree
Frontier orbital gap ... 10.535 eV

---

Record 3
Here is a single C2H4N4 molecule from the OMol25 dataset. Energies are from wB97M-V/def2-TZVPD.

```
10
Properties=species:S:1:pos:R:3:forces:R:3:lowdin_charge:R:1
H 1.013090 -2.630608 0.028486 -0.06 0.09 0.02 0.054
N 0.559396 -1.725393 -0.143702 0.53 0.19 -0.09 0.050
N 1.474318 -0.903177 -0.287377 -0.42 -0.46 0.13 -0.083
N 0.968600 0.371557 -0.639785 -0.04 0.02 -0.12 -0.065
C 0.720863 1.285249 0.512991 -0.20 0.09 0.04 0.023
C -0.304821 0.692868 -0.003341 0.13 0.07 0.10 -0.381
N -1.601464 0.435771 -0.287367 0.05 0.01 0.05 0.135
H 1.253846 2.092635 0.983547 -0.10 -0.10 -0.10 0.083
H -1.793086 -0.548111 -0.423829 0.02 0.16 -0.07 0.086
H -2.290740 0.929210 0.260373 0.11 -0.08 0.05 0.098
```
Forces are in eV/Å.

## Properties
Highest occupied orbital energy ... -8.2 eV
SMILES ... [H]/N=N/N1C=C1N
LUMO ... 0.034 hartree
Frontier orbital gap ... 9.173 eV

---

Record 4
Here is a single C2H4N4 molecule at a distorted geometry from the OMol25 dataset. Energies are from wB97M-V/def2-TZVPD.

```
10
Properties=species:S:1:pos:R:3:forces:R:3:lowdin_charge:R:1
N -0.771050 -0.126402 -1.762262 -0.08 0.08 -0.07 0.140
C -0.217074 -0.008087 -0.528114 -0.33 -0.15 0.13 -0.494
N -0.781039 -0.313268 0.601665 0.49 -0.24 -0.24 0.104
C 0.255747 -0.079461 1.513425 0.53 -0.22 0.23 -0.273
N 1.357320 0.553212 0.820006 0.20 0.77 -0.55 0.006
N 1.113593 0.437894 -0.415221 -0.05 0.66 0.02 0.047
H -1.778390 -0.133170 -1.794124 0.11 -0.10 -0.01 0.100
H -0.306816 0.349839 -2.520414 -0.01 -0.01 0.17 0.095
H 1.122045 -0.832647 1.533249 -1.09 -1.11 0.72 0.154
H 0.005666 0.152091 2.551790 0.22 0.33 -0.39 0.121
```
Forces are in eV/Å.

## Properties
Highest occupied orbital energy ... -9.6 eV
SMILES ... NC1=NCN=N1
LUMO ... 0.019 hartree
Frontier orbital gap ... 10.111 eV

---

Record 5
Here is a single C2H4N4O molecule at a distorted geometry from the OMol25 dataset. Energies are from wB97M-V/def2-TZVPD.

```
11
Properties=species:S:1:pos:R:3:forces:R:3:lowdin_charge:R:1
H -0.944669 -2.363829 0.498755 -1.74 0.53 -0.84 0.070
N -1.614527 -1.594826 0.151959 3.93 0.85 0.33 0.097
C -0.711800 -0.659742 0.000755 -0.54 -0.81 1.05 -0.480
N 0.741012 -0.799736 0.276832 -1.09 -0.65 4.79 0.020
N 1.354246 0.485133 0.079648 -1.00 -2.05 0.97 0.063
C 0.381003 1.318914 -0.322012 -1.36 2.49 -1.97 -0.552
O 0.533032 2.426957 -0.775008 0.07 0.02 0.22 0.082
N -0.882161 0.690451 -0.218899 -0.12 -1.06 -0.60 0.172
H 0.653784 -0.871614 1.454440 0.71 -0.21 -3.97 0.210
H 2.217869 0.406309 -0.414756 0.29 0.39 -0.40 0.146
H -1.727789 0.961983 -0.731714 0.85 0.50 0.43 0.172
```
Forces are in eV/Å.

## Properties
Highest occupied orbital energy ... -9.9 eV
SMILES ... [H]/N=c1\[nH][nH]c(=O)[nH]1
LUMO ... 0.016 hartree
Frontier orbital gap ... 10.306 eV

---

Record 6
Here is a single C2H4N4O molecule at a distorted geometry from the OMol25 dataset. Energies are from wB97M-V/def2-TZVPD.

```
11
Properties=species:S:1:pos:R:3:forces:R:3:lowdin_charge:R:1
N -0.257290 -1.013691 -1.132106 0.31 -4.28 -0.77 0.186
C -0.368521 -0.202194 -0.165151 -2.33 7.12 1.99 -0.405
C -1.264745 0.884845 0.203022 -0.49 1.58 -0.92 -0.089
N -0.605070 1.627204 1.218404 0.63 -1.66 -1.20 -0.035
N 0.615314 1.117629 1.429692 -2.25 0.53 -0.99 0.010
N 0.709919 0.197424 0.452502 4.20 -2.89 1.80 -0.132
O 1.830478 -0.846291 0.450194 -2.53 2.31 2.58 0.013
H -0.770997 -0.918519 -1.891869 -3.90 0.72 -3.66 0.064
H 0.592578 -1.270449 -1.498452 2.79 -0.77 0.25 0.094
H -2.163069 1.499539 -0.488068 2.68 -2.54 2.56 0.164
H 1.681405 -1.075497 1.421834 0.90 -0.11 -1.64 0.130
```
Forces are in eV/Å.

## Properties
Highest occupied orbital energy ... -8.6 eV
SMILES ... Nc1cnnn1O
LUMO ... 0.014 hartree
Frontier orbital gap ... 8.998 eV

---

Record 7
Here is a single C2H4N4O molecule at a distorted geometry from the OMol25 dataset. Energies are from wB97M-V/def2-TZVPD.

```
11
Properties=species:S:1:pos:R:3:forces:R:3:lowdin_charge:R:1
N -1.819783 0.460837 -0.060024 -0.57 1.41 0.87 0.070
N -0.445954 0.406206 0.114146 0.67 -1.93 0.94 -0.264
C 0.248604 -0.923997 0.005044 -0.28 2.39 2.28 0.009
C 1.711243 -0.445123 0.186017 -1.22 -0.97 -1.82 -0.449
O 2.728334 -1.046976 -0.014279 -0.13 -0.21 0.84 0.097
N 1.610548 0.937778 0.153459 2.13 1.63 0.28 0.051
N 0.445366 1.369399 0.060502 -1.73 0.40 0.34 0.055
H -1.988450 1.015451 -0.890374 -0.40 0.07 -0.01 0.083
H -2.336521 0.900981 0.766710 1.30 -0.71 -1.46 0.125
H 0.079654 -1.066213 -1.001472 0.01 -1.56 -2.27 0.102
H -0.233042 -1.608344 0.680267 0.22 -0.52 0.02 0.122
```
Forces are in eV/Å.

## Properties
Highest occupied orbital energy ... -9.6 eV
SMILES ... NN1CC(=O)N=N1
LUMO ... -0.002 hartree
Frontier orbital gap ... 9.541 eV

---

Record 8
Here is a single C2H4N4O molecule at a distorted geometry from the OMol25 dataset. Energies are from wB97M-V/def2-TZVPD.

```
11
Properties=species:S:1:pos:R:3:forces:R:3:lowdin_charge:R:1
C -0.627467 -0.624362 -0.081962 -1.55 3.36 0.22 -0.481
C -0.890757 0.884349 -0.081655 2.50 0.99 2.22 -0.010
N 0.441621 -1.259065 0.054122 -0.54 -0.60 -0.25 0.064
N 3.066616 1.067291 0.121914 1.21 1.80 0.00 0.183
N 1.663728 -0.749655 0.172040 1.80 -1.81 0.51 0.001
N 2.248931 0.311513 0.128372 -1.63 -0.55 -0.30 -0.221
O -1.789402 -1.288922 -0.114252 -0.35 1.50 -0.26 0.086
H -1.410726 1.253687 -0.978798 -0.14 -0.34 0.64 0.072
H 0.195127 1.384292 -0.102094 -2.59 -0.71 0.17 0.085
H -1.409176 1.183161 0.990105 1.14 -0.68 -3.02 0.144
H -1.488491 -2.162290 -0.107793 0.13 -2.96 0.06 0.075
```
Forces are in eV/Å.

## Properties
Highest occupied orbital energy ... -8.8 eV
LUMO ... 0.026 hartree
Frontier orbital gap ... 9.537 eV

---

Record 9
Here is a molecular structure, C2H4N4O at a distorted geometry from the OMol25 dataset. Energies are from wB97M-V/def2-TZVPD.

```
11
Properties=species:S:1:pos:R:3:forces:R:3:lowdin_charge:R:1
C -0.827518 0.069056 0.126232 -3.01 -2.36 -1.66 -0.605
C 0.638469 1.235417 -0.154532 3.65 1.28 0.74 -0.131
H -2.847401 -0.447831 -0.881681 3.50 0.40 4.10 0.234
H -1.780344 -1.580919 0.124519 -1.12 2.72 0.29 0.108
H 1.436094 1.959253 -0.229839 -0.23 0.42 0.06 0.121
H 2.401791 -0.745500 1.035640 -0.44 0.09 0.05 0.102
N -2.021542 -0.507816 0.175308 -6.61 -4.00 -2.94 0.011
N -0.634263 1.424977 0.174200 3.02 -3.21 -1.32 0.203
N 1.095778 -0.082952 -0.283243 3.21 3.29 0.20 -0.185
N 0.078950 -0.876775 -0.203003 -0.16 0.84 1.83 0.110
O 2.459989 -0.446914 0.116396 -1.81 0.53 -1.35 0.031
```
Forces are in eV/Å.

## Properties
Highest occupied orbital energy ... -8.7 eV
LUMO ... 0.014 hartree
Frontier orbital gap ... 9.099 eV

---

Record 10
Here is a single C2H4N4O molecule at a distorted geometry from the OMol25 dataset. Energies are from wB97M-V/def2-TZVPD.

```
11
Properties=species:S:1:pos:R:3:forces:R:3:lowdin_charge:R:1
N 2.316571 -0.430269 -0.081453 2.11 -1.42 1.52 0.065
N 1.022318 -0.085693 0.061756 -0.78 2.84 0.00 -0.281
C 0.570943 1.193872 -0.015234 -1.30 -0.67 0.29 -0.115
N -0.745907 1.187106 -0.012472 0.18 -0.23 0.27 0.127
C -1.054437 -0.136226 0.041267 0.53 1.68 -0.80 -0.491
O -2.361762 -0.417133 -0.040457 0.42 -0.59 0.24 0.096
N -0.006597 -0.938326 0.030869 -1.20 -1.02 0.48 0.141
H 2.299798 -1.182449 -0.768820 0.69 -0.05 0.39 0.093
H 2.763619 -0.732988 0.865076 -1.22 0.33 -2.32 0.140
H 1.086804 2.134005 -0.017202 0.85 -0.28 -0.08 0.120
H -2.459859 -1.357109 0.097507 -0.27 -0.58 0.01 0.104
```
Forces are in eV/Å.

## Properties
Highest occupied orbital energy ... -9.2 eV
SMILES ... Nn1cnc(O)n1
LUMO ... 0.032 hartree
Frontier orbital gap ... 10.032 eV

---

Record 11
Here is a single C2H4N4O molecule at a distorted geometry from the OMol25 dataset. Energies are from wB97M-V/def2-TZVPD.

```
11
Properties=species:S:1:pos:R:3:forces:R:3:lowdin_charge:R:1
N 2.515037 0.917470 -0.916983 -1.23 -0.35 1.07 0.166
C 1.483137 0.499584 -0.569179 1.30 -0.71 -2.97 -0.323
N 0.215379 -0.066639 -0.539221 1.57 2.63 1.49 -0.170
N 0.247349 -1.497801 -0.545401 0.06 -0.73 0.41 0.059
C -0.130726 0.542303 0.771439 -4.79 -0.87 0.01 -0.119
N -1.812413 0.301008 0.700999 0.08 1.18 -0.04 -0.011
O -2.487955 1.288962 0.575559 1.93 -1.56 0.39 -0.010
H 0.607149 -1.781132 -1.460198 -0.15 0.26 0.28 0.098
H -0.723708 -1.813989 -0.494235 0.26 0.31 -0.11 0.083
H -0.104667 1.630547 0.828611 0.77 -0.22 -0.38 0.114
H 0.191418 -0.020312 1.648609 0.21 0.07 -0.15 0.113
```
Forces are in eV/Å.

## Properties
Highest occupied orbital energy (alpha / beta) ... -9.3 / -9.3 eV
SMILES ... N#CN(N)CN=O
LUMO (alpha / beta) ... -0.020 / -0.020 hartree
Frontier orbital gap (alpha / beta) ... 8.725 / 8.724 eV

---

Record 12
Here is a molecular structure, C2H4N4O2 at a distorted geometry from the OMol25 dataset. Energies are from wB97M-V/def2-TZVPD.

```
12
Properties=species:S:1:pos:R:3:forces:R:3:lowdin_charge:R:1
C -0.218952 0.754372 1.078417 -3.43 5.58 1.30 -0.225
C -0.075674 -0.491315 0.555080 -0.94 -4.57 0.51 -0.421
H 1.808133 -1.098128 -1.208537 -3.15 -2.02 -2.92 0.187
H -0.057116 -2.037991 -1.160842 3.37 3.00 -1.78 0.249
H 0.061597 1.494234 -1.725550 -0.04 0.06 -1.31 0.160
H -1.566040 0.311419 2.374740 -0.57 -1.40 0.35 0.073
N 0.705724 -1.059662 -1.678167 2.00 -3.57 3.57 0.052
N 0.439807 -0.182373 -0.657187 -1.31 0.33 -0.88 -0.247
N 0.485993 1.174218 -0.888265 1.41 -2.97 -1.10 0.022
N -0.036752 1.685295 0.128249 -1.82 2.09 6.15 0.110
O -1.077731 1.089025 2.176653 2.90 0.76 -2.01 0.064
O -0.468989 -1.639092 1.005408 1.58 2.71 -1.89 -0.024
```
Forces are in eV/Å.

## Properties
Highest occupied orbital energy ... -9.3 eV
LUMO ... 0.007 hartree
Frontier orbital gap ... 9.498 eV

---

Sequential ΔE to the lowest compared entry with this formula, charge and spin output: 76.2 66.8 114.0 42.2 33.8 131.7 83.1 108.5 131.1 41.5 134.8 114.5 kcal per mole